Record 1
Formula: C10H10N3ORuSTe4
Source: the OMol25 dataset
Level of theory: wB97M-V/def2-TZVPD

Molecular weight: 831.7 g mol⁻¹
Energy above the lowest of the compared OMol25 structures with the same formula, charge and spin: 0.000 eV
Highest occupied orbital energy (spin up / spin down): -9.993 / -10.429 eV
Charge: +1
Frontier orbital gap (spin up / spin down): 0.218 / 0.195 hartree
Multiplicity: 5

Last column: Löwdin spin population.
Positions of all 30 atoms, in Å:
1 C -3.13 -3.74 2.30  -0.002
2 H 2.46 2.80 -3.51  0.000
3 Te 0.59 -2.18 -2.87  0.366
4 S -1.35 0.12 0.82  0.049
5 Te 2.68 -2.06 -0.32  0.347
6 C 2.35 3.49 -1.45  0.005
7 Te 2.07 -1.22 2.02  0.844
8 C -3.63 -2.53 2.79  0.003
9 C 1.59 1.35 -2.23  0.016
10 H 3.21 4.96 -2.59  0.000
11 H -3.47 -0.39 2.72  0.000
12 H 3.04 5.34 -0.92  0.000
13 H -3.53 -4.69 2.62  0.000
14 C -3.10 -1.34 2.36  -0.002
15 H 1.01 1.55 0.97  0.011
16 O -0.60 -2.60 0.08  0.111
17 Ru 0.24 -0.93 -0.55  1.437
18 Te -1.59 -0.85 -2.78  0.763
19 H 2.02 3.75 0.67  0.000
20 N -1.60 -2.52 0.98  -0.001
21 N 1.18 0.96 -1.01  0.007
22 C -2.11 -3.71 1.39  0.003
23 C 1.92 3.09 -0.18  0.004
24 C 1.35 1.86 -0.01  0.016
25 H 1.46 0.63 -3.03  0.010
26 H -1.64 -4.56 0.94  0.000
27 C 2.16 2.56 -2.50  0.003
28 N 2.91 4.69 -1.67  0.005
29 C -2.05 -1.32 1.42  0.007
30 H -4.43 -2.53 3.51  0.000



Record 2
Formula: C3H9NO2
Source: the OMol25 dataset
Level of theory: wB97M-V/def2-TZVPD

Molecular weight: 91.1 g mol⁻¹
Energy above the lowest of the compared OMol25 structures with the same formula, charge and spin: 2.413 eV
Highest occupied orbital energy: -9.481 eV
Charge: 0
Frontier orbital gap: 0.373 hartree

Last column: Löwdin charge in e.
Positions of all 15 atoms, in Å:
1 C 2.08 0.48 -0.19  -0.324
2 H 2.65 -1.57 0.36  0.065
3 H -3.23 0.36 0.83  0.109
4 H 3.45 -0.30 1.27  0.081
5 C -2.57 0.02 0.05  -0.307
6 O 1.74 1.58 0.16  0.031
7 O -1.51 -0.80 0.54  -0.085
8 H -3.08 -0.60 -0.71  0.105
9 H -1.05 1.27 -0.65  0.047
10 H 2.11 0.27 -1.27  0.115
11 N -2.01 1.05 -0.88  0.010
12 H -1.11 -1.12 -0.27  0.069
13 C 2.50 -0.58 0.78  -0.067
14 H 2.04 -0.71 1.79  0.101
15 H -2.00 0.65 -1.80  0.050



Record 3
Formula: C15H17BrN2O5S2
Source: the OMol25 dataset
Level of theory: wB97M-V/def2-TZVPD

Molecular weight: 449.3 g mol⁻¹
Energy above the lowest of the compared OMol25 structures with the same formula, charge and spin: 13.427 eV
Highest occupied orbital energy: -8.923 eV
Charge: 0
Frontier orbital gap: 0.310 hartree

Last column: Löwdin charge in e.
Positions of all 42 atoms, in Å:
1 H 1.33 1.95 0.81  0.027
2 H 2.51 -3.16 1.92  0.165
3 C -1.19 -1.50 0.12  -0.058
4 C 1.40 1.10 1.26  0.050
5 H -0.25 0.05 3.93  0.021
6 O 0.33 0.21 -2.83  0.000
7 H 0.14 2.09 -2.89  0.125
8 H -1.62 1.06 -4.02  0.037
9 O -0.39 2.73 4.28  -0.285
10 C -2.23 0.67 -0.21  -0.107
11 H -2.49 2.01 3.11  -0.075
12 H -0.52 1.66 -5.30  0.041
13 Br -3.14 -0.93 2.10  0.698
14 C -1.42 0.64 -1.27  -0.065
15 C 0.19 0.05 3.15  -0.133
16 C 1.89 -0.09 0.90  -0.101
17 O 2.31 -1.57 -1.69  -0.289
18 C -0.05 -1.16 -0.94  -0.107
19 C -0.33 -0.03 -1.73  -0.276
20 H 1.58 -4.16 0.13  0.164
21 H -2.42 3.26 1.93  0.155
22 S -0.34 2.72 2.86  0.686
23 C 0.90 -0.98 2.61  0.002
24 H -0.56 -0.13 -5.14  0.187
25 S 1.18 -2.40 -1.29  0.711
26 H 3.42 -2.28 0.62  0.212
27 H -3.04 1.50 -0.05  0.155
28 C 0.16 1.03 2.30  -0.181
29 H 2.33 0.01 -0.09  0.116
30 H -1.06 -2.37 0.68  0.065
31 H 0.63 -2.17 3.34  0.206
32 C 1.83 -1.31 1.57  -0.292
33 N 1.16 -3.16 0.33  -0.070
34 O -0.08 3.76 1.88  -0.312
35 H -1.64 1.61 -1.97  0.169
36 C -2.13 -0.59 0.45  -0.630
37 O 0.60 -3.38 -2.15  -0.279
38 C 0.29 1.23 -3.48  -0.421
39 N -2.00 2.31 2.44  -0.070
40 H 1.27 1.20 -4.09  0.171
41 C -0.73 1.00 -4.53  -0.042
42 C 2.20 -2.47 0.99  -0.369